(1)
Computed, not measured: a structure of composition CHAlLiO2 at a distorted geometry, with the ωB97M-V functional and the def2-TZVPD basis.

The geometry in XYZ format:
```
6
Properties=species:S:1:pos:R:3:lowdin_charge:R:1
H -1.737 0.453 0.288 0.250
O -0.863 0.116 0.622 0.174
C 0.012 0.412 -0.378 -0.082
O 0.963 -0.429 -0.339 0.027
Li 1.307 0.787 -1.499 0.848
Al 0.318 -1.340 1.307 1.783
```

F_max: 5.63 eV/Å
2S+1: 1
total charge: +3
gap between HOMO and LUMO (alpha / beta): 7.3065 / 7.3075 eV
relative energy (zero: lowest compared OMol25 entry of this formula, charge and spin): 0.0 kcal/mol
LUMO level (alpha / beta): -20.932 / -20.932 eV
E_tot: -437.6709 a.u.

---

(2)
Computed, not measured: a structure of composition C2HBrO at a distorted geometry, with the ωB97M-V functional and the def2-TZVPD basis.

The geometry in XYZ format:
```
5
Properties=species:S:1:pos:R:3:lowdin_charge:R:1
C -0.769 0.395 -0.027 0.115
C 0.433 -0.143 -0.022 -0.995
O -0.086 -1.285 -0.196 0.010
Br 2.139 0.493 -0.084 0.838
H -1.717 0.540 0.330 0.031
```

F_max: 6.04 eV/Å
2S+1: 3
gap between HOMO and LUMO (alpha / beta): 8.0416 / 9.8946 eV
relative energy (zero: lowest compared OMol25 entry of this formula, charge and spin): 34.3 kcal/mol
LUMO level (alpha / beta): 0.616 / -1.156 eV
E_tot: -2725.8458 a.u.

---

(3)
Computed, not measured: a structure of composition C3H3HgO3 at a distorted geometry, with the ωB97M-V functional and the def2-TZVPD basis.

The geometry in XYZ format:
```
10
Properties=species:S:1:pos:R:3:lowdin_charge:R:1
C -0.872 -0.662 0.479 -0.250
C -1.114 -1.942 -0.027 0.256
O -1.771 0.249 0.408 0.067
H -0.323 -2.687 0.030 0.109
H -2.049 -2.153 -0.549 0.111
H -2.568 -0.096 0.887 0.192
O 0.773 1.030 0.632 -0.200
C 0.569 -0.143 1.031 -0.550
O 1.231 -0.901 1.707 0.227
Hg -0.241 2.641 -0.508 1.037
```

F_max: 3.77 eV/Å
2S+1: 3
total charge: +1
gap between HOMO and LUMO (alpha / beta): 9.7815 / 6.4325 eV
relative energy (zero: lowest compared OMol25 entry of this formula, charge and spin): 26.1 kcal/mol
LUMO level (alpha / beta): -4.411 / -8.293 eV
E_tot: -494.8461 a.u.

---

(4)
Computed, not measured: the molecule C4H7NO, with the ωB97M-V functional and the def2-TZVPD basis.

The geometry in XYZ format:
```
13
Properties=species:S:1:pos:R:3:lowdin_charge:R:1
O 1.636 -1.483 -0.690 -0.058
C 0.367 -0.896 -0.780 -0.454
C -0.497 -0.824 0.513 -0.108
N -0.895 0.548 0.145 -0.134
C -0.663 1.546 0.899 0.072
C 0.431 0.628 -0.913 -0.011
H 2.181 -0.778 -0.304 0.078
H -0.182 -1.494 -1.527 0.140
H 0.119 -0.896 1.423 0.122
H -1.372 -1.470 0.600 0.114
H -0.539 1.428 1.977 0.106
H -0.664 2.550 0.469 0.103
H 0.078 1.143 -1.812 0.031
```

F_max: 0.68 eV/Å
2S+1: 1
gap between HOMO and LUMO (alpha / beta): 7.0598 / 7.0603 eV
relative energy (zero: lowest compared OMol25 entry of this formula, charge and spin): 137.4 kcal/mol
LUMO level (alpha / beta): -0.295 / -0.296 eV
E_tot: -286.4127 a.u.

---

(5)
Computed, not measured: a structure of composition C16H11FeN3O5S5 at a distorted geometry, with the ωB97M-V functional and the def2-TZVPD basis.

The geometry in XYZ format:
```
41
Properties=species:S:1:pos:R:3:lowdin_charge:R:1
Fe 0.878 0.863 -0.995 -0.061
O 3.424 3.796 -1.218 0.036
C 2.482 3.026 -1.086 -0.589
O 2.446 1.773 -1.378 -0.164
C 1.159 3.481 -0.490 -0.168
C 0.970 4.510 0.410 0.008
C -0.239 4.581 1.095 -0.044
C -1.183 3.576 0.920 -0.008
C -0.929 2.582 -0.005 -0.182
N 0.179 2.608 -0.758 0.041
C -1.636 1.251 -0.095 -0.586
O -2.771 1.087 0.366 0.002
O -0.886 0.339 -0.596 -0.148
H 1.774 5.205 0.606 0.119
H -0.405 5.361 1.827 0.103
H -2.081 3.528 1.521 0.115
O 1.358 -3.701 -6.141 -0.078
C 1.271 -2.893 -5.254 -1.041
S 0.539 -1.292 -5.441 0.947
C 0.784 -0.721 -3.794 -1.122
C 1.401 -1.612 -2.926 -1.104
S 1.726 -1.310 -1.300 0.755
S 1.861 -3.166 -3.606 0.941
S 0.286 0.830 -3.375 0.753
C -3.092 -1.130 2.233 -0.007
C -1.648 -1.458 2.091 -0.242
C -1.121 -2.707 1.945 0.033
C 0.266 -2.833 1.753 -0.301
N 1.048 -1.769 1.652 0.089
C 0.527 -0.555 1.740 -0.739
S 1.407 0.848 1.362 0.793
N -0.797 -0.402 2.086 0.129
C 0.937 -4.150 1.571 -0.018
H -3.695 -2.032 2.298 0.083
H -3.397 -0.541 1.363 0.071
H -3.263 -0.520 3.122 0.095
H -1.765 -3.575 1.938 0.116
H -1.190 0.528 2.017 0.126
H 0.242 -4.980 1.690 0.075
H 1.756 -4.249 2.283 0.089
H 1.376 -4.179 0.572 0.084
```

F_max: 2.41 eV/Å
2S+1: 2
total charge: -1
gap between HOMO and LUMO (alpha / beta): 6.2840 / 6.3436 eV
relative energy (zero: lowest compared OMol25 entry of this formula, charge and spin): 35.2 kcal/mol
LUMO level (alpha / beta): 2.091 / 1.518 eV
E_tot: -4411.6327 a.u.

---

(6)
Computed, not measured: a structure of composition C9H7N2O5Tl at a distorted geometry, with the ωB97M-V functional and the def2-TZVPD basis.

The geometry in XYZ format:
```
24
Properties=species:S:1:pos:R:3:lowdin_charge:R:1
O 2.276 1.891 0.490 0.342
C 1.403 1.171 0.291 -0.158
Tl 0.000 0.000 0.000 0.810
O -0.397 1.032 -2.790 0.353
C -0.246 0.635 -1.720 -0.094
C -1.397 -1.222 -0.181 -0.139
O -2.255 -1.972 -0.291 0.336
C 0.262 -0.748 1.975 -0.271
O -0.333 -1.680 2.450 0.080
C 1.205 -1.347 -0.408 -0.144
O 1.969 -2.163 -0.676 0.350
H 1.019 -0.210 2.594 0.107
C -3.824 0.720 0.876 0.027
C -2.784 1.789 0.758 -0.296
N -1.445 1.650 0.492 -0.034
C -1.001 2.932 0.459 -0.139
C -2.033 3.799 0.701 -0.046
N -3.143 3.082 0.883 0.153
H -4.344 0.824 1.849 0.118
H -4.572 0.853 0.063 0.119
H -3.431 -0.292 0.836 0.049
H 0.007 3.248 0.250 0.108
H -1.980 4.879 0.725 0.147
H -4.100 3.458 1.069 0.223
```

F_max: 18.62 eV/Å
2S+1: 1
total charge: +2
gap between HOMO and LUMO (alpha / beta): 6.2954 / 6.2974 eV
relative energy (zero: lowest compared OMol25 entry of this formula, charge and spin): 280.8 kcal/mol
LUMO level (alpha / beta): -9.295 / -9.294 eV
E_tot: -1004.1141 a.u.